ORCA calculation (ωB97M-V with the def2-TZVPD basis set) on a molecular structure, C45H53O2PSSn.

```
103
C45H53O2PSSn | the OMol25 dataset | ωB97M-V with the def2-TZVPD basis set
Sn -0.926 0.762 0.008
C -1.780 -2.119 -1.645
C -2.328 -2.377 -0.376
C -3.262 -1.340 -0.111
C -3.230 -0.468 -1.231
C -2.329 -0.963 -2.186
C -2.202 -0.479 -3.608
C -3.415 -0.994 -4.402
C -0.930 -1.011 -4.271
C -2.194 1.045 -3.681
C -4.315 -1.138 0.974
C -5.229 0.050 0.628
C -5.253 -2.355 1.081
C -3.702 -0.802 2.338
C -1.971 -3.705 0.285
C -0.524 -4.091 -0.073
C -2.891 -4.803 -0.287
C -2.023 -3.739 1.813
H -1.088 -2.759 -2.162
H -3.906 0.349 -1.419
H -3.472 -2.081 -4.357
H -3.337 -0.688 -5.447
H -4.334 -0.586 -3.988
H -0.964 -2.097 -4.358
H -0.061 -0.730 -3.682
H -0.827 -0.590 -5.272
H -3.089 1.460 -3.224
H -2.157 1.378 -4.719
H -1.328 1.449 -3.167
H -5.770 -0.126 -0.301
H -4.649 0.966 0.540
H -5.957 0.185 1.430
H -5.620 -2.622 0.091
H -6.111 -2.119 1.715
H -4.757 -3.223 1.501
H -3.114 0.110 2.242
H -3.047 -1.587 2.693
H -4.483 -0.640 3.084
H -0.419 -4.352 -1.122
H -0.204 -4.953 0.514
H 0.142 -3.259 0.139
H -2.842 -4.786 -1.374
H -3.927 -4.644 0.000
H -2.581 -5.792 0.061
H -1.364 -2.976 2.218
H -1.678 -4.714 2.169
H -3.025 -3.587 2.198
O -0.158 3.601 -2.955
C -0.029 3.355 -1.760
O 0.362 2.234 -1.286
C -0.238 4.470 -0.770
C 0.354 5.680 -1.108
C 0.252 6.792 -0.294
C -0.449 6.687 0.898
C -1.051 5.496 1.242
C -0.976 4.371 0.413
S -1.922 2.981 0.915
H 0.896 5.727 -2.045
H 0.706 7.733 -0.587
H -0.530 7.544 1.558
H -1.610 5.410 2.163
C 3.448 3.333 -0.339
C 4.564 2.402 0.002
C 5.884 2.765 -0.232
C 6.932 1.920 0.089
C 6.667 0.689 0.662
C 5.355 0.309 0.890
C 4.295 1.147 0.561
P 2.532 0.623 0.785
C 2.795 -1.129 0.297
C 2.902 -2.170 1.212
C 3.020 -3.479 0.777
C 3.023 -3.750 -0.580
C 2.902 -2.718 -1.496
C 2.792 -1.401 -1.077
C 2.682 -0.281 -2.060
C 2.359 0.636 2.582
C 3.274 1.257 3.418
C 2.952 1.550 4.732
C 1.666 1.274 5.196
C 0.743 0.671 4.383
C 1.053 0.297 3.055
C 0.121 -0.359 2.223
H 3.813 4.204 -0.880
H 2.947 3.668 0.569
H 2.694 2.827 -0.939
H 6.097 3.725 -0.688
H 7.954 2.229 -0.105
H 7.484 0.023 0.914
H 5.151 -0.656 1.332
H 2.878 -1.945 2.272
H 3.098 -4.285 1.497
H 3.107 -4.769 -0.928
H 2.884 -2.944 -2.554
H 2.563 -0.649 -3.077
H 3.579 0.341 -2.016
H 1.830 0.355 -1.813
H 4.251 1.532 3.037
H 3.677 2.021 5.385
H 1.394 1.551 6.211
H -0.256 0.479 4.752
H -0.772 -0.708 2.735
H 0.528 -1.128 1.573
```

Summary:
Net charge ... -2
LUMO ... 4.36 eV
Kohn-Sham gap ... 5.09 eV

=====

ORCA calculation (ωB97M-V with the def2-TZVPD basis set) on a molecular structure, C45H54BaN7O4S3.

```
114
C45H54BaN7O4S3 | the OMol25 dataset | ωB97M-V with the def2-TZVPD basis set
Ba -0.579 0.039 -0.006
N -2.664 1.592 0.947
C -3.116 0.972 2.199
C -2.889 -0.543 2.296
O -3.545 -1.157 3.134
O -2.001 -1.041 1.532
H -2.740 2.604 1.024
H -3.277 1.331 0.177
H -4.173 1.164 2.418
H -2.520 1.387 3.014
S -2.442 0.431 -2.537
C -2.844 2.095 -2.321
N -4.026 2.624 -2.314
N -5.052 1.754 -2.450
C -6.350 2.189 -2.424
C -6.680 3.540 -2.299
C -8.011 3.920 -2.278
C -9.034 2.989 -2.383
C -8.701 1.645 -2.511
C -7.380 1.245 -2.531
N -1.870 3.136 -2.112
N -0.751 2.739 -1.725
C 0.191 3.810 -1.511
C 1.490 3.429 -1.216
C 2.452 4.399 -0.970
C 2.111 5.741 -1.021
C 0.805 6.114 -1.325
C -0.160 5.156 -1.573
H -4.818 0.762 -2.542
H -5.889 4.270 -2.220
H -8.249 4.972 -2.179
H -10.069 3.302 -2.363
H -9.478 0.897 -2.595
H -7.128 0.197 -2.626
H 1.747 2.376 -1.206
H 3.465 4.096 -0.739
H 2.858 6.499 -0.827
H 0.540 7.162 -1.366
H -1.180 5.429 -1.807
O 2.032 -1.950 2.479
S 2.258 -3.320 3.019
C 3.051 -4.329 1.705
C 3.478 -3.497 0.505
C 2.327 -3.023 -0.378
C 1.419 -4.146 -0.840
S 0.068 -3.609 -1.909
O -0.569 -2.443 -1.235
C 1.048 -2.945 -3.257
C 1.940 -3.760 -3.946
C 2.691 -3.223 -4.976
C 2.537 -1.885 -5.325
C 1.618 -1.096 -4.658
C 0.865 -1.622 -3.615
C 0.676 -4.162 3.005
C 0.533 -5.406 3.602
C -0.714 -6.009 3.603
C -1.806 -5.361 3.037
C -1.657 -4.111 2.456
C -0.404 -3.513 2.431
H 2.366 -5.125 1.414
H 3.912 -4.794 2.184
H 4.163 -4.121 -0.083
H 4.055 -2.631 0.831
H 2.739 -2.503 -1.246
H 1.743 -2.270 0.157
H 0.896 -4.636 -0.016
H 1.947 -4.925 -1.396
H 2.054 -4.803 -3.680
H 3.402 -3.844 -5.504
H 3.140 -1.459 -6.115
H 1.497 -0.054 -4.918
H 0.155 -1.002 -3.085
H 1.376 -5.897 4.072
H -0.838 -6.979 4.068
H -2.781 -5.827 3.069
H -2.495 -3.558 2.054
H -0.292 -2.530 2.000
C 0.468 2.744 2.378
N 1.255 1.582 2.709
C 2.527 1.575 2.005
C 1.520 1.490 4.133
C 0.295 1.504 5.034
N -0.729 0.557 4.660
C -0.216 -0.799 4.652
C -1.875 0.660 5.538
H 0.863 3.702 2.762
H -0.539 2.630 2.778
H 0.397 2.853 1.296
H 3.152 2.442 2.283
H 2.383 1.575 0.928
H 3.062 0.657 2.245
H 2.156 2.341 4.452
H 2.111 0.588 4.305
H -0.145 2.507 5.059
H 0.656 1.302 6.065
H 0.202 -1.078 5.637
H 0.563 -0.907 3.900
H -1.024 -1.486 4.415
H -1.616 0.437 6.589
H -2.643 -0.043 5.213
H -2.287 1.670 5.500
C 2.043 0.072 -1.021
C 3.005 0.142 -1.775
C 4.075 0.276 -2.708
C 4.085 1.316 -3.644
C 5.096 1.420 -4.583
C 6.124 0.487 -4.617
C 6.129 -0.549 -3.694
C 5.121 -0.653 -2.751
H 3.278 2.039 -3.627
H 5.077 2.234 -5.296
H 6.913 0.568 -5.354
H 6.922 -1.287 -3.708
H 5.123 -1.464 -2.035
```

Summary:
Net charge ... -1
LUMO ... 1.96 eV
Kohn-Sham gap ... 6.56 eV

=====

| no. | HOMO (eV) |
| --- | --- |
| 1 | -0.730 |
| 2 | -4.602 |